1.
Here is C21H19N4O5Tc as an isolated structure from OMol25. Energies are from wB97M-V/def2-TZVPD.

Structure (XYZ):
```
50
Properties=species:S:1:pos:R:3:forces:R:3
Tc -0.90076 -0.83971 1.10948 -0.98 0.08 0.07
N -2.17782 -0.61337 2.92016 0.18 0.04 -0.03
C -2.28887 0.86695 3.07738 -0.02 0.09 -0.07
C -2.58670 1.45657 1.70208 -0.06 0.01 0.13
O -3.35123 2.37131 1.53667 0.03 -0.02 -0.01
N -1.93757 0.77688 0.68871 0.44 -0.26 -0.06
C -2.60188 0.66625 -0.60313 -0.12 -0.51 -0.04
C -3.05552 -0.81174 -0.76409 -0.18 0.87 -0.33
O -3.90414 -1.14304 -1.53605 0.11 -0.20 0.11
O -2.37430 -1.63554 0.03299 0.57 -0.33 0.62
H -1.87133 -1.02939 3.79561 0.06 -0.01 -0.03
H -3.09736 -1.00331 2.71958 0.01 -0.02 -0.02
H -3.08009 1.15476 3.76538 0.00 -0.02 0.00
H -1.33385 1.24658 3.43987 -0.01 -0.03 0.04
H -3.45813 1.33303 -0.66353 0.01 0.04 0.02
H -1.91925 0.88456 -1.42761 0.01 0.09 0.03
C -0.23188 -4.07352 1.83492 -0.06 -0.09 0.09
O -0.01069 -2.94370 0.97616 -0.13 0.32 -0.03
C 0.16454 -3.19101 -0.38757 0.07 0.06 -0.24
C 0.14487 -4.43944 -0.97171 -0.02 -0.07 0.12
C 0.37943 -4.54138 -2.33815 0.01 0.03 -0.05
C 0.63096 -3.41633 -3.10840 0.00 -0.04 0.03
C 0.63386 -2.16175 -2.52129 0.00 0.05 0.02
C 0.39037 -2.05361 -1.16407 -0.03 -0.17 0.00
N 0.31624 -0.83053 -0.45416 0.23 0.48 -0.12
N 0.99793 0.16541 -0.87829 0.16 -0.26 -0.24
C 1.19382 1.25895 -0.14146 -0.11 0.09 0.35
C 1.05247 1.27597 1.29443 0.11 0.10 -0.40
O 0.54573 0.28587 1.96201 -0.30 -0.43 0.02
C 1.56762 2.38064 2.01200 -0.02 0.01 0.14
C 2.09819 3.44951 1.36253 -0.02 -0.02 -0.02
C 2.22594 3.49832 -0.05696 -0.01 -0.10 -0.07
C 2.79306 4.61269 -0.69722 0.00 0.04 0.01
C 2.94386 4.62882 -2.06141 0.01 0.04 0.02
C 2.52989 3.52677 -2.81725 -0.01 -0.03 0.04
C 1.96202 2.42908 -2.20980 -0.04 -0.03 -0.02
C 1.80097 2.39303 -0.81928 0.06 0.10 -0.01
H -1.22376 -4.49175 1.66439 0.00 0.02 -0.04
H -0.13841 -3.70908 2.85395 -0.02 0.03 -0.01
H 0.53318 -4.82604 1.65779 0.04 0.04 0.00
H -0.05685 -5.33115 -0.39667 0.01 0.01 0.00
H 0.35579 -5.51759 -2.80200 0.01 0.00 0.01
H 0.81044 -3.51484 -4.16941 -0.01 0.01 0.00
H 0.80734 -1.26559 -3.10027 0.01 0.00 0.00
H 1.49618 2.34935 3.09092 0.01 0.01 -0.01
H 2.44382 4.30256 1.93449 0.01 -0.01 0.01
H 3.10962 5.45701 -0.09762 0.01 0.00 0.00
H 3.38164 5.48800 -2.55039 0.00 0.00 0.00
H 2.65430 3.53840 -3.89171 -0.01 -0.01 0.00
H 1.63630 1.58615 -2.80203 0.00 0.01 -0.02
```
Forces are in eV/Å.

Properties
electronic energy = -40476.19305 eV
HOMO energy (spin up / spin down) = -11.0174 / -11.3601 eV
charge = +1
multiplicity = 4

These are the Löwdin partial charges, in e, on atoms 1 to 2: 1.743 -0.043

---

2.
Here is a 2-piece molecular cluster, CH10N5 overall at a distorted geometry from OMol25. Energies are from wB97M-V/def2-TZVPD.

Structure (XYZ):
```
16
Properties=species:S:1:pos:R:3:forces:R:3
C 0.14283 -0.87782 -0.74590 -0.16 -1.62 -1.56
N 1.47387 -0.78579 -1.01742 -0.92 -0.25 0.45
N -0.57642 -1.98245 -1.06856 0.17 0.30 0.19
N -1.82182 0.20250 0.03108 0.27 -3.67 -0.18
N -0.43047 0.17473 -0.23024 -0.75 1.39 1.97
N 0.79313 2.00551 1.37109 -0.78 -3.00 0.94
H 2.06498 -1.49655 -1.42704 -0.48 0.01 0.18
H 1.85075 0.13292 -0.91581 0.40 0.29 -0.07
H -1.60961 -2.03587 -0.91857 1.67 0.18 -0.34
H -0.07497 -2.74579 -1.52732 -0.69 0.41 0.23
H -2.15509 -0.59614 0.63254 0.62 1.61 -0.50
H -2.23451 1.07102 0.23425 0.05 1.19 0.18
H 0.16512 0.76793 0.43346 -0.44 0.04 -1.48
H 1.69216 2.38265 1.55392 0.73 0.49 0.24
H 0.66217 1.14090 1.99416 0.51 2.06 -0.50
H 0.05788 2.64225 1.60032 -0.20 0.58 0.25
```
Forces are in eV/Å.

Properties
electronic energy = -8643.31799 eV
HOMO energy = -13.5054 eV
ΔE to the lowest compared entry with this formula, charge and spin = 0.0 kcal per mole
charge = +1
multiplicity = 1

These are the Löwdin partial charges, in e, on atoms 1 to 2: -0.428 0.193

---

3.
Here is one molecule with the formula C2H4NP at a distorted geometry from OMol25. Energies are from wB97M-V/def2-TZVPD.

Structure (XYZ):
```
8
Properties=species:S:1:pos:R:3:forces:R:3
C -0.01411 0.01940 0.82795 -0.03 0.14 -0.06
C -1.22689 -0.27305 -0.05082 0.36 -0.48 0.62
N 1.68292 -0.61556 -0.73890 0.44 0.78 0.68
P 1.49435 0.59441 0.19862 -1.17 -1.51 -1.25
H -1.90585 -1.11142 0.31182 0.85 1.38 0.09
H -0.77033 -0.67594 -0.93935 -0.02 -0.02 -0.74
H -1.78228 0.63236 -0.33760 0.04 -0.25 0.28
H 2.52219 1.42980 0.72828 -0.46 -0.05 0.37
```
Forces are in eV/Å.

Properties
electronic energy = -12910.72724 eV
HOMO energy (spin up / spin down) = -8.3756 / -8.3567 eV
ΔE to the lowest compared entry with this formula, charge and spin = 133.8 kcal per mole
multiplicity = 1

These are the Löwdin partial charges, in e, on atoms 1 to 2: -0.242 -0.226

---

4.
Here is one molecule with the formula C17H16N2O3S at a distorted geometry from OMol25. Energies are from wB97M-V/def2-TZVPD.

Structure (XYZ):
```
39
Properties=species:S:1:pos:R:3:forces:R:3
C 5.86679 1.69634 0.08811 -0.38 0.04 -0.18
C 4.83729 1.74017 -1.03636 0.47 -0.09 -0.02
H 5.11401 2.50862 -1.76307 -0.05 -0.18 0.04
H 4.78030 0.77757 -1.55773 -0.05 0.11 0.00
O 3.55516 2.13997 -0.58269 -0.24 0.08 0.10
C 2.76840 1.27677 0.09361 -0.32 -0.03 0.16
C 3.04814 -0.07246 0.31819 0.14 0.07 -0.14
C 2.14210 -0.85623 1.00989 0.05 -0.02 0.03
C 0.97118 -0.30457 1.48684 -0.47 -0.39 0.47
C 0.67950 1.03156 1.27826 0.01 0.13 0.01
C 1.57241 1.81768 0.58385 0.21 -0.03 -0.09
H 1.37552 2.86205 0.40285 -0.04 0.12 -0.01
H -0.23396 1.43936 1.67840 -0.10 0.13 0.02
S -0.19491 -1.37261 2.30861 0.27 -0.32 -0.44
O 0.49561 -2.39402 3.03514 0.14 -0.06 -0.23
O -1.18836 -0.58909 2.97298 0.00 0.21 -0.30
N -0.90345 -2.18784 1.01250 0.33 -0.12 0.92
C -1.43439 -1.50923 -0.07431 -0.65 0.95 -0.28
C -2.11028 -0.32087 0.08109 0.11 -0.35 -0.17
C -2.62460 0.33041 -1.05525 0.16 -0.25 -0.42
C -3.32889 1.55026 -0.99006 -0.09 0.14 -0.06
C -3.80492 2.13499 -2.13010 0.01 0.05 0.29
C -3.59960 1.53250 -3.38262 0.09 -0.19 -0.21
C -2.92167 0.34949 -3.48196 -0.12 0.20 -0.04
C -2.42124 -0.27926 -2.32413 -0.20 0.42 0.46
N -1.76639 -1.45204 -2.44986 0.14 -0.37 -0.26
C -1.30141 -2.03114 -1.38464 0.08 -0.02 0.12
H -0.78759 -2.97376 -1.53666 0.10 -0.13 0.06
H -2.75552 -0.13285 -4.43235 0.02 -0.06 -0.10
H -3.98635 2.01390 -4.26873 -0.01 0.01 -0.08
H -4.34617 3.06826 -2.07640 -0.03 0.07 0.04
H -3.48570 2.00629 -0.02318 -0.03 0.08 0.09
H -2.25480 0.09534 1.06552 -0.09 0.07 0.06
H -0.42942 -3.05251 0.80343 0.13 -0.09 0.12
H 2.34649 -1.89754 1.20431 0.12 -0.12 -0.03
H 3.95934 -0.52272 -0.04090 0.09 0.00 -0.02
H 5.59275 0.96268 0.84217 0.04 -0.06 0.07
H 6.84059 1.43821 -0.31836 0.12 -0.04 -0.02
H 5.93111 2.67053 0.56581 0.04 0.08 0.05
```
Forces are in eV/Å.

Properties
electronic energy = -37846.30184 eV
HOMO energy = -8.4565 eV
ΔE to the lowest compared entry with this formula, charge and spin = 24.3 kcal per mole
multiplicity = 1
structure (SMILES) = CCOc1ccc(S(=O)(=O)Nc2cnc3ccccc3c2)cc1

These are the Löwdin partial charges, in e, on atoms 1 to 2: -0.061 -0.238

---

5.
Here is a 2-piece molecular cluster, C2H7N2OP overall at a distorted geometry from OMol25. Energies are from wB97M-V/def2-TZVPD.

Structure (XYZ):
```
13
Properties=species:S:1:pos:R:3:forces:R:3
C -4.07630 0.32073 0.42063 -0.61 -1.34 0.23
C -3.48612 -0.71519 0.18498 -1.00 2.82 0.58
N 2.07065 -0.54000 -1.14390 1.76 1.33 -2.01
N 0.42043 1.48295 -0.57516 -1.63 0.96 1.44
O 0.17806 -0.51287 0.55253 -1.15 -0.70 0.20
P 1.48517 0.34841 0.15240 0.10 0.57 0.25
H -4.84960 1.00946 0.75057 0.75 -0.22 -0.42
H 0.24954 -1.22877 1.17712 0.47 -0.17 0.33
H -2.71774 -1.38611 0.03226 0.88 -1.22 -0.39
H 1.48069 -0.58836 -1.99416 -0.01 -0.07 0.79
H 2.91303 0.03900 -1.46380 -1.08 -1.44 0.55
H -0.36584 1.61077 0.19422 2.03 0.33 -2.48
H 0.80369 2.35431 -0.99310 -0.51 -0.86 0.94
```
Forces are in eV/Å.

Properties
electronic energy = -16502.37002 eV
HOMO energy = -8.4598 eV
ΔE to the lowest compared entry with this formula, charge and spin = 64.7 kcal per mole
multiplicity = 1
structure (SMILES) = NP(N)O.C#C

These are the Löwdin partial charges, in e, on atoms 1 to 2: -0.008 -0.003

---

6.
Here is C14H8Cl5N2O6Rh as an isolated structure at a distorted geometry from OMol25. Energies are from wB97M-V/def2-TZVPD.

Structure (XYZ):
```
36
Properties=species:S:1:pos:R:3:forces:R:3
Rh -0.29661 -0.72477 -0.34083 -1.36 -0.31 0.39
Cl -3.99927 -3.08052 5.31510 -0.03 -0.01 0.01
C -3.07091 -2.14207 4.21346 0.02 0.01 -0.05
C -2.90708 -2.56208 2.90027 -0.02 0.01 0.04
Cl -3.64172 -4.01280 2.33780 0.00 -0.01 0.01
C -2.14367 -1.79590 2.03405 0.05 0.07 0.08
Cl -1.93116 -2.33060 0.37328 0.21 0.12 -0.01
C -1.50621 -0.59655 2.39842 -0.17 -0.21 0.12
O -0.79435 0.09929 1.58162 0.57 0.14 -0.08
C -1.69992 -0.19789 3.74588 -0.01 -0.03 -0.11
Cl -0.93734 1.25923 4.24558 0.01 0.02 -0.01
C -2.46247 -0.94846 4.62412 -0.02 -0.04 -0.01
Cl -2.66802 -0.41465 6.24485 0.01 -0.01 0.01
C 2.65976 1.35821 0.60434 0.00 0.01 0.09
C 1.82877 1.56368 -0.60392 -0.03 0.11 0.06
N 0.78291 0.84577 -0.96796 0.06 -0.42 -0.08
C 0.27353 1.36787 -2.13077 0.06 0.15 -0.12
C 1.02728 2.44812 -2.48335 -0.08 -0.14 -0.03
N 1.99585 2.54292 -1.51349 -0.05 0.02 -0.02
C 1.02596 3.42503 -3.60937 0.08 -0.06 0.22
O 0.05962 3.32447 -4.49164 -0.41 -0.42 0.01
O 1.90201 4.25376 -3.65165 -0.04 0.01 -0.04
C -0.90322 0.68788 -2.73788 0.08 0.17 -0.22
O -1.41424 1.13134 -3.76132 0.13 0.19 -0.01
O -1.29232 -0.35654 -2.10059 0.41 -0.60 0.01
H 2.25868 0.52578 1.17657 0.00 0.02 0.00
H 2.64586 2.24996 1.23043 0.00 0.02 0.00
H 3.69261 1.14082 0.33314 0.01 -0.01 0.00
H 2.69500 3.27180 -1.51644 0.01 -0.01 -0.01
H -0.56706 2.55841 -4.29563 0.29 0.23 -0.01
C 1.53217 -2.68678 -1.95130 -0.38 -0.70 0.30
C 1.09869 -2.10354 -0.64207 1.03 3.31 -0.44
O 1.82476 -1.75331 0.25518 -0.38 -1.65 -0.05
H 2.38175 -3.35525 -1.82190 0.02 0.03 0.01
H 1.82933 -1.80399 -2.52296 -0.03 -0.06 -0.05
H 0.72101 -3.18865 -2.47100 -0.02 0.06 -0.04
```
Forces are in eV/Å.

Properties
electronic energy = -95534.18818 eV
HOMO energy (spin up / spin down) = -8.3463 / -8.3464 eV
ΔE to the lowest compared entry with this formula, charge and spin = 12.8 kcal per mole
multiplicity = 1

These are the Löwdin partial charges, in e, on atoms 1 to 2: 0.960 0.677